No. 1
Here is a molecular structure, C58H82MnN4O7 from the OMol25 dataset. Energies are from ωB97M-V with the def2-TZVPD basis set.

```
! wB97M-V def2-TZVPD RIJCOSX def2/J DEFGRID3
* xyz -2 6
Mn -0.8740 0.1018 -0.9719
C 1.4794 -7.6724 0.4429
C 0.5633 -7.2709 -0.7227
C 1.3395 -7.3852 -2.0452
C -0.5999 -8.2643 -0.7754
C 0.0896 -5.8286 -0.5520
C 1.0073 -4.7973 -0.4320
C 0.6337 -3.4630 -0.3829
C 1.7620 -2.4619 -0.3941
N 1.5498 -1.1759 0.2472
C 1.2709 -1.3344 1.6532
C 0.7002 -0.0983 2.3403
N -0.5029 0.4410 1.7036
C -0.5096 1.9010 1.6559
C 0.6752 2.5433 0.8973
N 1.2675 1.7268 -0.1679
C 2.5509 1.1315 0.2216
C 2.6945 -0.3550 -0.0682
C 1.4320 2.4886 -1.4111
C 1.7671 1.7148 -2.6753
C 2.5447 2.3878 -3.6114
C 2.7708 1.8879 -4.8801
C 2.1768 0.6664 -5.1969
C 1.3938 -0.0623 -4.3156
C 1.1882 0.4691 -3.0114
O 0.5055 -0.2277 -2.1113
C 0.6898 -1.3522 -4.7873
C 1.0363 -1.6664 -6.2450
C -0.8422 -1.1817 -4.7028
C 1.1042 -2.5715 -3.9480
C 3.5091 2.6747 -5.9617
C 2.4928 3.0822 -7.0448
C 4.1511 3.9511 -5.4131
C 4.6151 1.8223 -6.5996
C -1.6560 -0.0796 2.4469
C -3.0648 0.3043 2.0555
C -4.0059 0.3539 3.0755
C -5.3411 0.6076 2.8212
C -5.6951 0.8424 1.4913
C -4.8071 0.8044 0.4281
C -3.4447 0.4994 0.7160
O -2.5329 0.4396 -0.2148
C -5.2930 1.2377 -0.9647
C -4.8030 2.6794 -1.1836
C -4.8010 0.3701 -2.1335
C -6.8265 1.2245 -1.0490
C -6.4007 0.7107 3.9192
C -6.9330 2.1517 3.9736
C -5.8355 0.3614 5.2981
C -7.5590 -0.2552 3.6283
C -0.7294 -3.0796 -0.4817
O -1.0954 -1.8247 -0.5144
C -1.6902 -4.1421 -0.5115
C -1.2516 -5.4591 -0.5652
C -3.1948 -3.8454 -0.5557
C -3.5290 -3.1489 -1.8838
C -4.0419 -5.1194 -0.4726
C -3.5976 -2.9597 0.6333
H 1.7739 -8.7241 0.3587
H 0.9608 -7.5313 1.3937
H 2.3864 -7.0654 0.4601
H 1.6726 -8.4157 -2.2155
H 2.2147 -6.7326 -2.0436
H 0.6997 -7.0848 -2.8779
H -0.2084 -9.2772 -0.9053
H -1.2626 -8.0501 -1.6168
H -1.1872 -8.2419 0.1461
H 2.0719 -5.0181 -0.3920
H 2.0072 -2.2518 -1.4370
H 2.6528 -2.9492 0.0486
H 2.1783 -1.6420 2.2122
H 0.5440 -2.1448 1.7435
H 1.4515 0.6838 2.4076
H 0.4829 -0.3950 3.3752
H -0.5231 2.3341 2.6710
H -1.4418 2.1892 1.1677
H 1.4484 2.8357 1.6174
H 0.2966 3.4706 0.4693
H 2.7512 1.3203 1.2751
H 3.3615 1.6253 -0.3287
H 3.6004 -0.7181 0.4592
H 2.8786 -0.4666 -1.1364
H 2.2110 3.2559 -1.2726
H 0.5091 3.0173 -1.5910
H 2.9450 3.3536 -3.3222
H 2.3254 0.2719 -6.1940
H 0.6812 -0.8805 -6.9175
H 0.5449 -2.5993 -6.5302
H 2.1136 -1.7973 -6.3865
H -1.1502 -0.1774 -4.9911
H -1.1941 -1.3405 -3.6861
H -1.3406 -1.9123 -5.3483
H 2.1815 -2.7574 -4.0248
H 0.5751 -3.4645 -4.2974
H 0.8425 -2.4192 -2.9069
H 1.6544 3.6124 -6.5880
H 2.0888 2.2029 -7.5513
H 2.9610 3.7331 -7.7911
H 3.3924 4.6538 -5.0615
H 4.7247 4.4417 -6.2037
H 4.8287 3.7297 -4.5843
H 4.2190 0.8872 -6.9999
H 5.3799 1.5744 -5.8584
H 5.0882 2.3716 -7.4198
H -1.5389 0.2143 3.5038
H -1.5802 -1.1729 2.4053
H -3.6622 0.1963 4.0932
H -6.7325 1.0749 1.2869
H -3.7146 2.6995 -1.2559
H -5.1087 3.3233 -0.3550
H -5.2087 3.0864 -2.1149
H -3.7241 0.2821 -2.1521
H -5.1064 0.8369 -3.0743
H -5.2425 -0.6282 -2.0809
H -7.2824 2.0070 -0.4356
H -7.2318 0.2554 -0.7427
H -7.1213 1.4061 -2.0846
H -6.1143 2.8416 4.1891
H -7.6950 2.2611 4.7537
H -7.3751 2.4454 3.0199
H -5.0885 1.0922 5.6171
H -5.3748 -0.6297 5.2942
H -6.6415 0.3590 6.0370
H -8.0238 -0.0429 2.6641
H -8.3295 -0.1772 4.4028
H -7.1912 -1.2841 3.6046
H -1.9992 -6.2387 -0.6156
H -3.2096 -3.7687 -2.7268
H -3.0205 -2.1902 -1.9483
H -4.6075 -2.9788 -1.9646
H -3.8750 -5.7790 -1.3294
H -5.0976 -4.8348 -0.4706
H -3.8393 -5.6727 0.4494
H -3.0702 -2.0144 0.5914
H -3.3504 -3.4606 1.5756
H -4.6739 -2.7552 0.6216
O -1.5150 2.2535 -4.1667
C -1.4122 2.5747 -2.9862
O -1.3235 1.7239 -1.9980
C -1.4007 4.0208 -2.6053
C -1.1388 5.0014 -3.5722
C -1.1305 6.3406 -3.2543
C -1.3990 6.7622 -1.9316
C -1.6843 5.7808 -0.9552
C -1.6740 4.4466 -1.2964
N -1.3814 8.1034 -1.5999
O -1.6560 8.4527 -0.4026
O -1.0862 8.9631 -2.4977
H -0.9368 4.6738 -4.5846
H -0.9239 7.0997 -3.9944
H -1.9121 6.1091 0.0484
H -1.8946 3.6950 -0.5490
*
```

The total energy comes out at -4156.0988 Eh. For the relative energy (zero: lowest compared OMol25 entry of this formula, charge and spin), the calculation gives 179.8 kJ/mol. Its expectation value of S² is 8.815. As for the HOMO energy (alpha / beta): -0.27 / -3.37 eV. Its gap between HOMO and LUMO (alpha / beta) is 3.859 / 6.953 eV.

=====

No. 2
Here is 9 unconnected molecules or ions with the total composition C59H132F6N7O10S2 at a distorted geometry from the OMol25 dataset. Energies are from ωB97M-V with the def2-TZVPD basis set.

```
! wB97M-V def2-TZVPD RIJCOSX def2/J DEFGRID3
* xyz 6 2
C 5.0900 1.8465 0.4770
C 5.2433 2.1310 2.0271
C 4.4003 1.1758 2.8620
C 4.6052 1.1885 4.3658
N 3.5132 0.4826 5.1620
C 3.3814 -0.9942 4.5781
C 2.8465 -1.8234 5.7590
C 3.3259 -1.0624 6.9917
C 4.1201 0.1581 6.5374
C 2.1583 1.1915 5.3185
H 5.6816 0.9606 0.2464
H 5.4366 2.7486 -0.0273
H 4.0558 1.7512 0.1460
H 4.8248 3.1230 2.1974
H 6.3018 2.0365 2.2691
H 4.7060 0.1666 2.5859
H 3.3753 1.0536 2.5120
H 4.5829 2.1850 4.8069
H 5.5540 0.7370 4.6555
H 2.8728 -1.0422 3.6152
H 4.4268 -1.2746 4.4495
H 1.7599 -1.9090 5.7511
H 3.1505 -2.8629 5.6362
H 2.5151 -0.7402 7.6451
H 3.8333 -1.7086 7.7080
H 4.0637 1.0175 7.2055
H 5.1040 -0.2982 6.4286
H 1.7591 1.5457 4.3681
H 2.2006 2.1033 5.9142
H 1.4302 0.5440 5.8070
C -1.1960 -7.9833 -2.7087
C -2.3884 -7.0321 -3.0023
C -2.8182 -6.2174 -1.7925
C -1.7494 -5.4458 -1.0631
N -2.2654 -4.5159 -0.0280
C -1.0782 -3.9722 0.8281
C -0.9214 -4.9489 1.9888
C -2.1424 -5.8759 1.9692
C -3.1399 -5.1785 1.0732
C -2.9804 -3.2339 -0.6792
H -1.2678 -8.3428 -1.6822
H -0.2426 -7.4883 -2.8934
H -1.2855 -8.9294 -3.2426
H -3.2352 -7.6085 -3.3747
H -2.0066 -6.3441 -3.7567
H -3.3546 -6.8474 -1.0829
H -3.6098 -5.5285 -2.0873
H -1.0243 -4.8915 -1.6590
H -1.1545 -6.1407 -0.4704
H -1.3933 -3.0348 1.2865
H -0.1501 -3.8090 0.2803
H -0.9451 -4.4004 2.9305
H 0.0544 -5.4344 1.9978
H -2.6255 -5.8928 2.9461
H -1.8816 -6.8834 1.6451
H -3.5885 -4.2993 1.5357
H -4.0154 -5.7462 0.7580
H -2.4033 -2.7973 -1.4943
H -3.1075 -2.4788 0.0966
H -3.9553 -3.5414 -1.0576
C 2.7790 -6.8183 -5.0816
C 3.5049 -5.5162 -4.8648
C 2.6246 -4.2848 -4.5417
C 2.6530 -4.0405 -2.9889
N 2.3993 -2.5712 -2.5919
C 3.1262 -1.5196 -3.4273
C 3.6308 -0.3900 -2.4148
C 3.2811 -0.9072 -1.1016
C 2.8569 -2.3104 -1.2238
C 0.9227 -2.2827 -2.7700
H 2.1669 -6.9579 -4.1905
H 3.4214 -7.6794 -5.2655
H 2.1576 -6.7422 -5.9739
H 4.1006 -5.3175 -5.7557
H 4.2657 -5.7423 -4.1178
H 1.5938 -4.3424 -4.8913
H 3.0870 -3.4216 -5.0204
H 3.6856 -4.1691 -2.6644
H 2.0229 -4.6908 -2.3821
H 2.6566 -1.1117 -4.3224
H 3.9999 -2.0729 -3.7719
H 3.2560 0.6065 -2.6485
H 4.7169 -0.3949 -2.5065
H 2.4387 -0.2632 -0.8490
H 4.0154 -0.8306 -0.2997
H 2.0211 -2.4910 -0.5479
H 3.6427 -2.9563 -0.8321
H 0.6147 -1.2582 -2.5613
H 0.2815 -2.8280 -2.0775
H 0.5425 -2.4147 -3.7830
C -1.6889 -4.1370 6.2934
C -2.1056 -2.6171 6.0835
C -3.2179 -2.5120 5.0527
C -3.6270 -0.9648 4.8463
N -5.0559 -0.8555 4.1552
C -5.4355 0.6525 3.9033
C -7.0214 0.6669 3.7167
C -7.4925 -0.6865 4.2340
C -6.3599 -1.3543 4.9270
C -5.0369 -1.6235 2.8146
H -0.6506 -4.3238 6.5676
H -2.0345 -4.7789 5.4831
H -2.1815 -4.5404 7.1781
H -1.2397 -2.0440 5.7519
H -2.3562 -2.0904 7.0043
H -4.0804 -3.0941 5.3774
H -2.9588 -3.0239 4.1259
H -3.0026 -0.3953 4.1581
H -3.7651 -0.5855 5.8588
H -4.9075 1.0519 3.0374
H -5.2017 1.2591 4.7782
H -7.3031 0.8545 2.6806
H -7.3460 1.4913 4.3517
H -7.9241 -1.3112 3.4520
H -8.3533 -0.5651 4.8916
H -6.1963 -2.4258 4.8118
H -6.1857 -1.1697 5.9870
H -5.9689 -1.3902 2.2997
H -4.9213 -2.7074 2.8151
H -4.3329 -1.1611 2.1228
C -0.5761 2.2000 -9.9963
C -1.1810 1.3228 -8.8321
C -0.9343 1.9026 -7.4387
C -1.2750 0.9951 -6.2580
N -1.1574 1.6704 -4.8639
C -1.7742 3.0683 -4.8357
C -2.1287 3.3107 -3.3914
C -2.0110 2.0333 -2.6454
C -1.9425 0.9976 -3.7427
C 0.4386 1.8126 -4.4593
H 0.4351 2.5566 -9.8004
H -1.2021 3.0397 -10.2983
H -0.5172 1.6841 -10.9547
H -0.7346 0.3323 -8.9197
H -2.2648 1.2161 -8.8781
H -1.4434 2.8616 -7.3425
H 0.1267 2.1212 -7.3181
H -0.5608 0.2067 -6.0204
H -2.2754 0.5706 -6.3420
H -1.0091 3.8100 -5.0649
H -2.6947 3.0513 -5.4191
H -1.6290 4.1665 -2.9375
H -3.1018 3.8019 -3.3848
H -1.0767 2.0513 -2.0842
H -2.8045 1.9366 -1.9044
H -1.4030 0.0697 -3.5527
H -2.8860 0.7468 -4.2275
H 0.7409 0.8133 -4.1459
H 0.5689 2.5448 -3.6625
H 1.0527 2.1135 -5.3082
C 2.3851 3.3970 -1.1800
O 2.8231 2.9659 -2.4942
C 3.6545 3.8869 -3.1845
C 4.0537 3.2097 -4.4774
N 5.3426 3.7686 -5.0327
H 5.3511 4.7761 -5.1028
H 6.0753 3.7055 -4.3404
C 5.8218 3.1309 -6.3775
C 7.1863 3.6854 -6.8563
O 7.2628 5.0761 -6.8443
C 8.4048 5.5007 -7.4729
H 1.8850 2.6033 -0.6249
H 1.7299 4.2610 -1.2911
H 3.2214 3.7837 -0.5977
H 4.5616 4.0135 -2.5936
H 3.2178 4.8824 -3.2641
H 3.3775 3.3287 -5.3239
H 4.3546 2.1730 -4.3261
H 5.0633 3.4040 -7.1112
H 5.7814 2.0819 -6.0843
H 7.5636 3.2165 -7.7651
H 7.9194 3.3410 -6.1269
H 9.2011 5.2768 -6.7630
H 8.3278 6.5870 -7.5180
H 8.5746 5.0316 -8.4420
C -4.9377 4.3845 5.5072
O -3.8969 5.3010 5.1819
C -2.5774 4.8282 5.3454
C -2.2321 3.9750 4.1266
N -2.6640 4.7018 2.8060
H -3.6659 4.8292 2.8118
H -2.1244 5.5556 2.8148
C -2.2893 3.9665 1.4948
C -2.4515 4.9178 0.2920
O -3.6565 5.6468 0.3278
C -3.8429 6.4664 -0.7509
H -5.7923 5.0521 5.3973
H -4.9497 3.9949 6.5251
H -5.0849 3.6834 4.6857
H -2.2495 4.5105 6.3352
H -1.9401 5.7002 5.1985
H -2.6511 2.9747 4.0170
H -1.1582 3.8008 4.0604
H -2.9075 3.0746 1.5963
H -1.2451 3.6536 1.4945
H -2.4738 4.2378 -0.5596
H -1.6834 5.6787 0.1533
H -3.6119 5.9144 -1.6620
H -3.1784 7.3303 -0.7411
H -4.8573 6.8234 -0.9286
C -0.2348 0.3743 2.5825
F -0.7361 -0.6567 3.4271
F -0.5542 1.5733 2.9700
F 1.0938 0.2390 2.4444
S -0.9014 0.1393 0.7553
O -0.6268 1.4704 0.1512
O -0.1505 -0.9766 0.1059
O -2.3167 -0.2848 0.8663
C -0.9038 1.3102 6.9021
F -0.3738 2.5369 6.5367
F -0.8889 0.4889 5.8283
F -0.1745 0.8012 7.9212
S -2.7124 1.5392 7.5422
O -3.4530 2.0221 6.4110
O -3.2416 0.2841 8.0976
O -2.5848 2.5554 8.6021
*
```

The total energy comes out at -4855.9221 Eh. Its expectation value of S² is 0.766. As for the HOMO energy (alpha / beta): -19.56 / -19.56 eV. Its gap between HOMO and LUMO (alpha / beta) is 8.969 / 3.984 eV.